Entry 1:
ORCA calculation (the ωB97M-V functional and the def2-TZVPD basis) on a 2-piece molecular cluster, C4H7OP overall in a non-equilibrium geometry.

Structure (XYZ):
```
13
C4H7OP the ωB97M-V functional and the def2-TZVPD basis
H -1.17157 -1.02955 -0.93302
C 3.47960 -0.37546 -0.99650
H -3.05306 1.21290 1.32638
H 3.16894 0.17763 -1.80543
C 2.92183 -0.53965 0.29516
P -2.62093 -0.12201 0.91877
C 1.83486 0.06368 0.83985
C -1.58916 -0.00015 -0.64372
O 0.94766 0.28074 1.55293
H 3.39853 -1.05850 1.09955
H -0.79956 0.83331 -0.64169
H 4.34082 -0.95501 -1.20581
H -2.21833 0.17188 -1.46561
```

- multiplicity = 1
- frontier orbital gap (spin up / spin down) (eV) = 6.30 / 8.50
- E_tot (Ha) = -573.03210
- charge = 0
- highest occupied orbital energy (spin up / spin down) (eV) = -7.02 / -8.25



Entry 2:
ORCA calculation (the ωB97M-V functional and the def2-TZVPD basis) on a single C4H6ClNS molecule in a non-equilibrium geometry.

Structure (XYZ):
```
13
C4H6ClNS the ωB97M-V functional and the def2-TZVPD basis
H -1.37718 -1.92010 0.32971
S -3.24396 -0.28588 -0.05720
H 1.76476 1.86385 -0.73430
N -1.61521 0.03606 -0.15573
C -0.90977 -1.02931 0.02988
Cl 3.16551 -0.52933 -0.09373
C 0.56167 -1.17008 -0.03131
C 1.43382 -0.17759 -0.05489
H -3.65974 0.97121 -0.23700
C 1.22591 1.31125 0.01976
H 0.16268 1.55111 0.02103
H 1.61474 1.61397 1.01987
H 0.87678 -2.23516 -0.05608
```

- multiplicity = 1
- SMILES = C/C(Cl)=C\C=N\S
- frontier orbital gap (eV) = 8.65
- E_tot (Ha) = -1069.09877
- charge = 0
- highest occupied orbital energy (eV) = -8.52



Which value of multiplicity does entry 2 give?
1